Entry 1:
This record from the OMol25 dataset describes a 3-piece molecular cluster, CH2N3O6 overall at a distorted geometry. The level of theory is ωB97M-V with the def2-TZVPD basis set.

Geometry (Å):
C (0.2120, -0.2657, 0.7766)
N (0.5791, 2.3814, -0.1666)
N (-2.0592, -0.7747, -0.0495)
N (1.0241, -0.8842, -0.2929)
O (-3.2085, -0.9771, -0.4169)
O (1.7077, -1.8828, 0.0507)
O (1.7996, 2.0497, 0.0105)
O (0.9277, -0.4225, -1.4053)
O (-0.4723, 0.6853, 0.6694)
O (-1.2970, -1.6496, 0.2788)
H (0.6064, -0.7539, 1.6916)
H (0.1803, 2.4941, -1.1464)

Atomic forces in eV per Å
0.770 -1.651 2.344
3.931 0.740 2.138
-1.367 2.796 -0.708
0.972 -1.373 -0.600
-0.253 -1.182 -0.019
-1.058 1.897 -0.768
-4.686 1.369 -2.233
0.317 -0.327 -0.151
-0.136 1.097 -0.135
0.694 -2.511 0.408
-0.655 0.210 -0.150
1.472 -1.065 -0.126

Properties
HOMO energy (alpha / beta) (eV): -3.9 / -3.9
Orbital gap (alpha / beta) (eV): 6.67 / 6.67
Total charge: -1

---

Entry 2:
This record from the OMol25 dataset describes one molecule with the formula CH2N4O. The level of theory is ωB97M-V with the def2-TZVPD basis set.

Geometry (Å):
O (2.5909, -0.1253, 0.2847)
C (0.4886, -0.1542, -0.4898)
N (1.5231, 0.5085, -0.3482)
N (-2.3846, 0.3047, -0.0213)
N (-1.6422, -0.6680, 0.1309)
N (-0.5840, -0.6660, -0.8065)
H (3.1335, 0.6236, 0.5672)
H (-3.1252, 0.1767, 0.6830)

Atomic forces in eV per Å
0.122 -0.059 0.189
0.008 0.248 -0.046
-0.733 -0.191 -0.097
0.325 -0.598 0.191
-0.331 0.551 -0.016
0.564 0.150 0.069
-0.030 -0.140 -0.150
0.074 0.039 -0.139

Properties
HOMO energy (eV): -9.8
SMILES string: [H]/N=N/N=C=NO
Orbital gap (eV): 10.20
Total charge: 0

---

Entry 3:
This record from the OMol25 dataset describes a 2-piece molecular cluster, CH2N4O overall at a distorted geometry. The level of theory is ωB97M-V with the def2-TZVPD basis set.

Geometry (Å):
C (0.6487, 0.1993, 2.3139)
N (1.6878, 0.5909, 2.9864)
N (1.1454, 1.2497, 3.9932)
N (-0.1175, 1.2282, 3.9767)
N (-0.1981, -0.4602, -0.3036)
O (-0.4857, 0.5397, 2.8955)
H (0.5852, -0.6263, -1.0440)
H (-0.2790, -1.3696, 0.2661)

Atomic forces in eV per Å
0.277 0.083 0.278
-0.020 -1.073 -2.339
-0.441 1.109 2.171
0.630 0.940 1.463
1.276 -1.355 0.110
-0.563 -1.092 -2.115
-1.457 0.076 1.709
0.298 1.312 -1.278

Properties
HOMO energy (alpha / beta) (eV): -11.7 / -11.8
Orbital gap (alpha / beta) (eV): 10.34 / 8.98
Total charge: 0

---

Entry 4:
This record from the OMol25 dataset describes a 2-piece molecular cluster, CH2N4O2 overall at a distorted geometry. The level of theory is ωB97M-V with the def2-TZVPD basis set.

Geometry (Å):
C (0.0173, -0.0310, 0.0528)
H (-3.0220, -0.0365, -0.7015)
H (1.2396, -1.3792, 1.1347)
N (-1.1634, -0.4734, -0.3782)
N (0.4709, 1.3577, -0.0081)
N (1.6421, 1.2072, -0.0493)
N (0.9417, -0.9616, 0.1147)
O (-2.1673, 0.5241, 0.1381)
O (2.0411, -0.2073, -0.3032)

Atomic forces in eV per Å
-7.763 -0.782 -2.346
3.281 3.168 4.135
-1.422 1.315 -2.928
1.250 2.803 3.541
-1.618 -1.909 1.931
3.942 1.133 -1.647
4.321 -1.711 2.482
-2.916 -4.335 -5.970
0.925 0.319 0.803

Properties
HOMO energy (eV): -9.6
Orbital gap (eV): 9.01
Total charge: 0

---

Entry 5:
This record from the OMol25 dataset describes one molecule with the formula CH2N4O2 at a distorted geometry. The level of theory is ωB97M-V with the def2-TZVPD basis set.

Geometry (Å):
C (0.8589, 1.1997, -0.4098)
N (1.4657, 2.1750, -0.3155)
N (-1.3007, 0.3455, -0.1746)
N (0.0594, 0.0990, -0.3006)
N (0.5285, -1.1705, 0.0482)
O (1.7270, -1.1984, 0.1255)
O (-0.2934, -2.0435, 0.2880)
H (-1.6174, -0.5695, 0.2113)
H (-1.4281, 1.1627, 0.5274)

Atomic forces in eV per Å
0.108 -1.242 0.847
-0.165 -0.203 -0.412
-1.450 0.748 1.330
0.220 0.873 -0.712
0.659 0.846 0.918
0.372 -0.936 -0.215
0.474 0.993 -0.500
-0.436 1.017 -0.141
0.218 -2.097 -1.116

Properties
HOMO energy (eV): -10.2
SMILES string: N#CN(N)[N+](=O)[O-]
Orbital gap (eV): 9.78
Total charge: 0

---

Entry 6:
This record from the OMol25 dataset describes a 2-piece molecular cluster, CH2N4O2S overall at a distorted geometry. The level of theory is ωB97M-V with the def2-TZVPD basis set.

Geometry (Å):
C (0.1323, -2.4228, 2.3050)
N (-0.6181, -3.2851, 2.2064)
N (0.7319, -0.2079, -0.4365)
N (0.5262, 0.0070, 1.7016)
N (-0.1635, 0.9874, 2.3926)
O (-0.6353, 1.8711, 1.7336)
O (-0.3150, 0.7258, 3.5230)
S (1.3331, -1.2307, 2.3572)
H (1.0801, 0.7017, -0.5337)
H (-0.2001, 0.1066, -0.4984)

Atomic forces in eV per Å
0.156 -0.220 0.008
-0.414 -0.344 0.042
-0.099 -0.900 2.945
1.474 -0.631 -3.270
-0.563 -0.921 -2.428
0.101 0.846 -0.329
-0.347 0.314 3.176
0.231 0.162 0.361
1.943 2.049 -0.196
-2.482 -0.354 -0.309

Properties
HOMO energy (alpha / beta) (eV): -10.4 / -10.4
Orbital gap (alpha / beta) (eV): 8.42 / 7.39
Total charge: 0

---

Entry 7:
This record from the OMol25 dataset describes CH2N4OS as an isolated structure at a distorted geometry. The level of theory is ωB97M-V with the def2-TZVPD basis set.

Geometry (Å):
C (0.4112, -0.4648, -0.0154)
H (2.4877, -1.3902, -0.4851)
H (-1.0267, 2.2540, 0.5991)
N (-0.2187, -1.5622, -0.0481)
N (-1.5168, -1.1991, 0.0700)
N (-1.6688, 0.1213, 0.0657)
N (-0.5199, 0.5444, -0.1821)
O (-0.0537, 1.8357, -0.0812)
S (2.1058, -0.1391, 0.0769)

Atomic forces in eV per Å
0.990 2.258 -1.726
-0.562 1.541 0.768
4.537 -1.288 -3.031
-1.729 -1.163 1.004
-1.792 0.031 -0.012
-2.305 -2.646 -0.390
5.765 0.602 0.976
-5.878 2.068 3.265
0.974 -1.404 -0.853

Properties
HOMO energy (eV): -9.6
Orbital gap (eV): 9.23
Total charge: 0

---

Entry 8:
This record from the OMol25 dataset describes one molecule with the formula CH2N4OS at a distorted geometry. The level of theory is ωB97M-V with the def2-TZVPD basis set.

Geometry (Å):
C (-0.7411, -0.7790, -0.1410)
H (-1.3663, 1.4258, 0.6063)
H (1.9844, 0.7340, -0.2921)
N (-0.0195, 0.4107, -0.2903)
N (1.2808, 0.1620, 0.0991)
N (1.4427, -1.1543, 0.0584)
N (0.3026, -1.7561, -0.0345)
O (-0.5453, 1.6211, -0.0049)
S (-2.3383, -0.6642, -0.0009)

Atomic forces in eV per Å
2.777 1.429 -0.068
1.443 0.026 -1.289
0.978 0.586 -0.421
-0.183 -0.539 0.185
-1.496 -0.914 0.201
-1.053 -0.452 -0.064
-0.027 0.745 0.093
-1.226 -0.091 1.154
-1.213 -0.790 0.209

Properties
HOMO energy (eV): -9.2
SMILES string: On1[nH]nnc1=S
Orbital gap (eV): 8.66
Total charge: 0

---

Entry 9:
This record from the OMol25 dataset describes CH2N4P as an isolated structure at a distorted geometry. The level of theory is ωB97M-V with the def2-TZVPD basis set.

Geometry (Å):
C (1.5596, -0.7509, -0.0854)
N (0.9640, -2.4746, 0.4531)
N (2.8194, -0.9471, -0.1352)
N (2.1441, -2.9592, 0.5045)
N (3.1598, -2.2185, 0.2375)
P (0.3031, 0.3989, -0.6567)
H (0.0571, 0.8873, 0.7711)
H (-0.6523, -0.5045, -0.1715)

Atomic forces in eV per Å
-0.770 -4.256 0.769
2.724 3.225 -1.277
-1.219 0.594 -0.094
-2.717 0.033 0.441
2.134 0.144 -0.259
0.026 0.242 2.700
0.431 0.375 -1.569
-0.610 -0.357 -0.710

Properties
HOMO energy (eV): -3.6
Orbital gap (eV): 8.01
Total charge: -1

---

Entry 10:
This record from the OMol25 dataset describes one molecule with the formula CH2N4S at a distorted geometry. The level of theory is ωB97M-V with the def2-TZVPD basis set.

Geometry (Å):
C (-0.0363, -0.1081, -0.3946)
H (-1.3665, -0.4965, -2.2795)
H (-0.2139, -0.8998, 1.6013)
N (0.6124, 0.9132, -0.6841)
N (1.1395, 1.4381, 0.4688)
N (0.9076, 0.6519, 1.4121)
N (0.0538, -0.2843, 0.9665)
S (-1.0966, -1.2143, -1.0905)

Atomic forces in eV per Å
-1.495 -1.919 3.282
0.390 -0.808 1.385
-1.760 -3.694 2.919
1.178 3.235 -2.194
0.981 -0.451 -0.974
-1.003 0.213 1.482
3.013 3.691 -2.842
-1.305 -0.266 -3.058

Properties
HOMO energy (eV): -10.0
SMILES string: Sc1nnn[nH]1
Orbital gap (eV): 10.42
Total charge: 0

---

Entry 11:
This record from the OMol25 dataset describes one molecule with the formula CH2N4S at a distorted geometry. The level of theory is ωB97M-V with the def2-TZVPD basis set.

Geometry (Å):
C (-0.9610, -0.4933, 0.0763)
H (1.9605, 0.5242, 0.6830)
H (-0.4089, 1.6213, -0.6116)
N (-0.0844, -1.5026, -0.0660)
N (1.1089, -0.9832, -0.0576)
N (1.1254, 0.3415, -0.0283)
N (-0.1733, 0.7515, -0.0020)
S (-2.5672, -0.2594, 0.0060)

Atomic forces in eV per Å
-0.658 4.358 -1.879
-2.448 0.592 -1.696
0.266 -2.414 1.658
1.969 0.269 0.426
-0.103 -1.706 0.154
1.881 -1.106 0.750
-0.347 0.984 0.276
-0.560 -0.979 0.311

Properties
HOMO energy (eV): -8.7
SMILES string: S=c1nn[nH][nH]1
Orbital gap (eV): 7.84
Total charge: 0

---

Entry 12:
This record from the OMol25 dataset describes an isolated ion of composition CH2N5 and charge +1 at a distorted geometry. The level of theory is ωB97M-V with the def2-TZVPD basis set.

Geometry (Å):
C (-0.3078, 0.1148, 0.2022)
N (0.0431, 1.2601, -0.8072)
N (0.8157, 0.0322, 1.0829)
N (1.1455, 1.4881, -0.6321)
N (1.6441, 0.6833, 0.6417)
N (-1.0364, -0.8688, -0.0411)
H (-1.5376, -1.0001, -0.9413)
H (-0.7665, -1.7097, 0.4949)

Atomic forces in eV per Å
0.325 1.890 -0.755
-5.736 -1.842 -0.962
-4.183 -3.218 2.150
4.236 2.084 -0.194
6.256 2.570 -0.133
-0.056 -2.001 -0.792
-0.053 0.390 0.825
-0.790 0.126 -0.140

Properties
HOMO energy (eV): -16.0
SMILES string: [NH2+]=C1N=NN=N1
Orbital gap (eV): 8.30
Total charge: +1